(1)
Below is a 13-piece molecular cluster, C37H95N5O26 overall at a distorted geometry, with properties calculated with wB97M-V/def2-TZVPD.

## Properties
LUMO (spin up / spin down): 1.0 / 1.1 eV
HOMO (spin up / spin down): -0.4 / -4.2 eV
multiplicity: 2
max |F|: 4.94 eV/Å
total charge: -1

Cartesian coordinates (Å):
C -6.06 1.48 1.46
N -6.69 1.95 2.69
O -5.90 2.48 3.47
O -7.94 1.95 2.82
H -6.63 1.95 0.66
H -5.99 0.39 1.38
H -5.07 1.91 1.45
C -2.94 -1.49 1.81
N -2.85 -0.65 3.06
O -1.91 -0.84 3.88
O -3.65 0.25 3.15
H -3.69 -2.27 1.98
H -1.95 -1.91 1.63
H -3.20 -0.80 1.01
C 1.30 -0.97 3.38
N 2.59 -0.24 3.10
O 3.64 -0.83 3.21
O 2.48 0.90 2.63
H 0.72 -0.34 4.05
H 1.39 -1.94 3.87
H 0.75 -0.98 2.44
C -4.33 3.79 5.94
N -3.07 3.38 5.18
O -2.35 2.57 5.75
O -2.90 3.84 4.06
H -5.19 3.61 5.29
H -4.18 4.79 6.33
H -4.29 3.13 6.81
C 1.36 3.27 -3.61
N 0.90 1.88 -3.54
O -0.20 1.61 -3.07
O 1.72 1.05 -3.98
H 2.44 3.38 -3.65
H 1.00 3.65 -2.65
H 0.93 3.79 -4.47
C -3.60 4.17 -0.28
O -2.89 5.25 -0.90
C -1.46 5.05 -0.81
C -0.85 6.04 -1.78
O -0.85 5.49 -3.09
C -0.61 6.37 -4.21
H -3.37 3.18 -0.68
H -4.68 4.29 -0.34
H -3.34 4.24 0.78
H -1.27 4.03 -1.15
H -1.11 5.14 0.21
H 0.13 6.46 -1.53
H -1.50 6.91 -1.86
H -0.41 5.81 -5.12
H 0.09 7.15 -3.90
H -1.48 6.93 -4.55
C -1.29 1.98 1.97
O -1.28 0.90 1.06
C -0.14 0.79 0.24
C -0.04 -0.47 -0.60
O 0.25 -1.57 0.31
C 0.89 -2.63 -0.39
H -0.68 1.84 2.86
H -2.36 2.11 2.17
H -1.22 2.93 1.43
H 0.75 0.85 0.87
H -0.12 1.61 -0.47
H 0.81 -0.29 -1.25
H -0.93 -0.75 -1.16
H 1.27 -3.39 0.30
H 1.71 -2.26 -1.00
H 0.18 -3.18 -1.00
C 6.37 -5.46 -0.98
O 5.04 -5.60 -1.50
C 4.53 -4.41 -2.03
C 3.37 -4.60 -3.07
O 2.09 -4.57 -2.41
C 1.68 -5.82 -1.75
H 6.78 -6.38 -0.56
H 6.44 -4.72 -0.19
H 6.97 -5.22 -1.85
H 5.28 -3.69 -2.36
H 4.27 -3.74 -1.21
H 3.53 -5.41 -3.79
H 3.42 -3.76 -3.76
H 0.78 -5.74 -1.15
H 2.42 -6.04 -0.97
H 1.60 -6.65 -2.45
C 5.89 -1.99 -5.10
O 5.14 -1.76 -3.89
C 4.76 -0.46 -3.45
C 4.11 -0.35 -2.10
O 4.80 -0.88 -0.98
C 4.16 -0.64 0.20
H 5.37 -1.72 -6.02
H 6.20 -3.02 -5.25
H 6.84 -1.46 -5.05
H 4.00 -0.08 -4.13
H 5.63 0.19 -3.56
H 3.18 -0.91 -2.18
H 3.76 0.68 -1.98
H 4.47 -1.35 0.97
H 3.13 -1.00 0.15
H 4.07 0.43 0.39
C 2.27 -2.29 -6.22
O 0.91 -2.37 -6.40
C 0.22 -1.14 -6.04
C -1.34 -1.29 -6.00
O -1.65 -2.30 -5.01
C -1.36 -1.95 -3.64
H 2.78 -3.20 -6.55
H 2.57 -2.10 -5.19
H 2.68 -1.53 -6.89
H 0.31 -0.42 -6.84
H 0.65 -0.70 -5.14
H -1.68 -1.71 -6.95
H -1.91 -0.39 -5.81
H -1.93 -1.06 -3.38
H -0.29 -1.79 -3.48
H -1.72 -2.81 -3.07
C -0.53 5.79 4.07
O 0.05 4.91 5.02
C 1.30 4.41 4.61
C 1.92 3.57 5.82
O 2.52 4.45 6.76
C 3.18 3.77 7.83
H -1.47 6.16 4.49
H -0.82 5.26 3.16
H 0.06 6.65 3.77
H 1.97 5.26 4.45
H 1.33 3.87 3.67
H 2.72 2.89 5.50
H 1.20 2.92 6.31
H 3.99 3.10 7.54
H 2.52 3.03 8.28
H 3.48 4.45 8.62
C -4.29 0.10 -1.54
O -5.37 0.94 -1.55
C -6.30 0.69 -2.61
C -7.68 1.41 -2.41
O -8.35 0.89 -1.26
C -9.59 1.48 -0.97
H -4.61 -0.83 -1.08
H -3.52 0.47 -0.87
H -3.90 -0.25 -2.50
H -6.44 -0.39 -2.59
H -5.97 0.98 -3.60
H -8.28 1.19 -3.29
H -7.53 2.49 -2.46
H -9.47 2.56 -0.93
H -9.89 1.23 0.05
H -10.41 1.33 -1.67
C 4.69 -6.18 1.82
O 3.23 -6.18 1.63
C 2.59 -5.05 2.19
C 2.48 -5.08 3.74
O 1.67 -6.11 4.17
C 1.64 -6.24 5.55
H 5.07 -5.17 1.66
H 5.12 -6.72 0.97
H 4.90 -6.50 2.84
H 1.56 -5.00 1.83
H 3.16 -4.18 1.86
H 2.23 -4.07 4.08
H 3.51 -5.13 4.09
H 2.64 -6.37 5.97
H 0.97 -7.05 5.83
H 1.30 -5.34 6.06

(2)
Below is a 8-piece molecular cluster, C37H96BrN8O11P2 overall at a distorted geometry, with properties calculated with wB97M-V/def2-TZVPD.

## Properties
LUMO: -4.7 eV
HOMO: -10.1 eV
max |F|: 3.71 eV/Å
total charge: +1

Cartesian coordinates (Å):
C 0.79 -1.27 -1.20
C 0.06 -0.06 -1.27
C 0.04 0.76 -2.48
O 0.38 0.33 -3.55
O -0.39 2.07 -2.36
C -1.81 2.14 -2.50
C -2.49 2.20 -1.12
C -4.01 2.18 -1.32
C -4.81 2.83 -0.16
C -6.06 2.00 0.21
C -7.32 2.29 -0.64
P -7.63 1.17 -2.05
Br -6.37 1.54 -3.85
P -7.59 -0.96 -1.53
N -8.91 -1.30 -0.78
O -7.42 -1.85 -2.90
O -6.29 -1.31 -0.62
H 1.87 -1.26 -1.00
H 0.33 -2.25 -1.31
H -0.47 0.28 -0.39
H -2.04 3.06 -3.04
H -2.19 1.28 -3.07
H -2.15 3.11 -0.62
H -2.17 1.30 -0.58
H -4.22 2.76 -2.24
H -4.38 1.17 -1.54
H -5.13 3.83 -0.48
H -4.16 2.91 0.71
H -6.32 2.32 1.23
H -5.80 0.94 0.29
H -8.21 2.25 0.00
H -7.28 3.32 -1.03
H -8.95 1.41 -2.51
H -9.52 -0.49 -0.66
H -7.77 -1.32 -3.63
H -6.36 -2.26 -0.42
C -4.66 -0.54 3.01
C -4.56 0.92 3.46
C -3.95 1.10 4.85
O -4.82 0.79 5.92
C -4.90 -0.59 6.24
N -5.90 1.53 3.37
H -5.47 -1.07 3.50
H -4.84 -0.60 1.94
H -3.73 -1.07 3.22
H -3.91 1.43 2.75
H -3.70 2.16 4.98
H -3.00 0.55 4.94
H -3.95 -1.10 6.09
H -5.68 -1.08 5.66
H -5.18 -0.67 7.29
H -5.81 2.53 3.57
H -6.45 1.18 4.15
C 3.88 3.84 1.10
C 2.79 3.05 0.39
C 3.25 1.65 -0.06
O 4.06 1.63 -1.21
C 5.44 1.90 -0.98
N 2.28 3.84 -0.73
H 4.61 4.25 0.41
H 3.44 4.69 1.63
H 4.40 3.23 1.84
H 1.97 2.90 1.10
H 2.35 1.08 -0.33
H 3.73 1.10 0.76
H 5.78 1.50 -0.02
H 5.64 2.97 -1.02
H 6.01 1.43 -1.77
H 1.48 3.35 -1.15
H 2.98 3.82 -1.47
C 8.82 3.99 -3.23
C 9.40 2.92 -2.31
C 10.69 2.28 -2.85
O 10.50 1.34 -3.89
C 10.34 1.89 -5.18
N 8.37 1.92 -2.03
H 8.31 3.56 -4.09
H 8.09 4.59 -2.69
H 9.60 4.67 -3.59
H 9.66 3.41 -1.37
H 11.16 1.72 -2.04
H 11.42 3.05 -3.16
H 10.95 2.79 -5.31
H 9.29 2.12 -5.39
H 10.67 1.15 -5.91
H 8.72 1.26 -1.34
H 8.26 1.35 -2.87
C -0.19 -4.08 3.34
C 0.25 -2.74 2.76
C 0.31 -1.60 3.79
O -0.95 -1.07 4.15
C -1.64 -1.80 5.14
N -0.62 -2.40 1.63
H -1.27 -4.11 3.53
H 0.03 -4.89 2.65
H 0.32 -4.29 4.28
H 1.26 -2.88 2.37
H 0.86 -0.77 3.34
H 0.88 -1.90 4.68
H -0.96 -2.25 5.87
H -2.27 -2.58 4.69
H -2.30 -1.11 5.67
H -0.26 -1.57 1.18
H -1.51 -2.10 2.02
C 8.36 7.50 2.32
C 7.30 6.69 1.58
C 7.79 5.32 1.10
O 8.62 5.36 -0.05
C 9.98 5.66 0.21
N 6.77 7.50 0.48
H 9.09 7.95 1.64
H 7.89 8.32 2.86
H 8.89 6.88 3.04
H 6.48 6.51 2.28
H 6.92 4.73 0.80
H 8.29 4.77 1.91
H 10.31 5.25 1.17
H 10.15 6.74 0.19
H 10.58 5.22 -0.58
H 5.99 7.01 0.05
H 7.47 7.53 -0.25
C -6.20 -7.92 0.30
C -7.14 -6.77 0.67
C -6.48 -5.39 0.59
O -5.62 -5.07 1.67
C -4.31 -5.60 1.57
N -7.72 -7.04 1.99
H -5.50 -8.15 1.10
H -6.77 -8.82 0.11
H -5.63 -7.68 -0.60
H -7.96 -6.78 -0.06
H -7.28 -4.63 0.63
H -5.96 -5.25 -0.36
H -3.96 -5.63 0.53
H -4.25 -6.60 2.00
H -3.65 -4.95 2.14
H -8.42 -6.34 2.19
H -6.99 -6.87 2.68
C -1.52 -6.12 -5.14
C -2.02 -6.05 -3.70
C -2.09 -4.62 -3.15
O -0.84 -4.06 -2.78
C -0.09 -3.50 -3.85
N -1.19 -6.92 -2.87
H -0.44 -5.98 -5.21
H -1.74 -7.10 -5.57
H -2.00 -5.37 -5.77
H -3.04 -6.44 -3.69
H -2.68 -4.64 -2.22
H -2.62 -3.95 -3.84
H -0.73 -3.04 -4.61
H 0.55 -4.26 -4.31
H 0.55 -2.73 -3.43
H -1.58 -6.96 -1.93
H -0.29 -6.46 -2.74